An isolated ion of composition C25H33ClN5O2 and charge +1. Source: the Open Molecules 2025 dataset; level of theory: wB97M-V/def2-TZVPD.

Results
- SMILES string = CCc1nn(CCC[NH+]2CCN(c3cccc(Cl)c3)CC2)c(=O)n1CCOc1ccccc1
- HOMO energy (eV) = -10.590
- Kohn-Sham gap (eV) = 8.72
- net charge = +1
- LUMO energy (eV) = -1.87

Element x y z (Å)
C -0.68380 -4.23307 5.61196
C -0.12616 -4.47594 4.21475
C 0.17278 -3.20088 3.51858
N 0.03407 -2.02351 4.02780
N 0.45459 -1.14270 3.08381
C 0.63152 0.25634 3.36776
C -0.51099 1.15546 2.87626
C -0.86996 1.02727 1.39383
N 0.27955 1.04606 0.46378
C -0.16160 0.85897 -0.93708
C 1.08075 0.71843 -1.82717
N 1.94551 1.86576 -1.73309
C 1.76968 2.96749 -2.57992
C 2.77011 3.94019 -2.65323
C 2.64512 5.01721 -3.50730
C 1.53181 5.15871 -4.31894
C 0.54759 4.18880 -4.25829
Cl -0.85928 4.32139 -5.25502
C 0.65144 3.10534 -3.40022
C 2.34887 2.08047 -0.36753
C 1.12394 2.25266 0.54810
C 0.87920 -1.79507 1.97594
O 1.34283 -1.27928 0.95163
N 0.68683 -3.12109 2.23836
C 0.96247 -4.17860 1.29851
C -0.28968 -4.65482 0.54091
O -0.77336 -3.68257 -0.35344
C -1.75889 -2.81184 0.00495
C -2.31493 -2.67117 1.27156
C -3.31693 -1.73680 1.48811
C -3.77681 -0.93641 0.45845
C -3.22910 -1.07898 -0.80836
C -2.22615 -2.00093 -1.03361
H -0.87865 -5.18200 6.10243
H 0.02526 -3.66680 6.20755
H -1.60918 -3.66745 5.55882
H -0.83540 -5.06329 3.62488
H 0.79896 -5.05776 4.27704
H 1.58845 0.56044 2.93135
H 0.70134 0.34703 4.45351
H -1.41396 0.91218 3.43769
H -0.24558 2.18445 3.12121
H -1.54988 1.84087 1.12702
H -1.39615 0.08313 1.22993
H 0.87035 0.16463 0.68463
H -0.77290 -0.04368 -0.99857
H -0.76039 1.72350 -1.23402
H 0.78969 0.55461 -2.86314
H 1.64530 -0.15969 -1.49313
H 3.66641 3.83906 -2.06202
H 3.43200 5.75372 -3.55167
H 1.43499 5.99671 -4.98866
H -0.14904 2.38421 -3.40055
H 2.97318 2.96822 -0.28930
H 2.93001 1.21403 -0.03209
H 1.44962 2.41089 1.57510
H 0.53687 3.11719 0.22439
H 1.41053 -5.02291 1.82581
H 1.67493 -3.77671 0.57262
H 0.00604 -5.50227 -0.08446
H -1.07026 -4.98948 1.23123
H -2.00331 -3.28723 2.10007
H -3.74265 -1.64760 2.47611
H -4.56461 -0.22180 0.63523
H -3.59258 -0.47627 -1.62658
H -1.80296 -2.14327 -2.01567

Atoms 1-3, force components in eV/Å:
C 0.1 -0.1 -0.1
C -0.1 -0.1 0.2
C 0.1 0.1 -0.1


C25H33IrN7O3PS2 as an isolated structure. Source: the Open Molecules 2025 dataset; level of theory: wB97M-V/def2-TZVPD.

Results
- <S²> = 6.03
- HOMO energy (spin up / spin down) (eV) = -13.272 / -13.719
- spin multiplicity = 5
- Kohn-Sham gap (spin up / spin down) (eV) = 7.26 / 5.13
- net charge = +2
- LUMO energy (spin up / spin down) (eV) = -6.01 / -8.59

Element x y z (Å)
Ir 12.42211 14.34978 7.31082
N 16.50055 13.34922 5.12621
C 16.48302 13.45136 6.45251
N 15.38856 13.52631 7.20051
C 15.71622 13.65132 8.46679
C 17.11776 13.70577 8.73061
S 18.00122 13.71291 7.27765
C 14.71138 13.67330 9.54293
C 14.99052 13.65287 10.89301
S 13.56414 13.35885 11.77832
C 12.67197 13.30875 10.31391
N 13.40081 13.56773 9.17555
N 11.37421 13.04407 10.27284
H 15.58799 13.34802 4.60136
H 17.37909 13.08203 4.70278
H 17.56086 13.86630 9.68964
H 15.96118 13.76932 11.40020
H 10.90887 12.88199 11.15320
H 10.89550 12.95314 9.37600
C 10.49577 16.12566 4.82193
C 11.93009 16.62297 4.80768
P 12.79763 16.46516 6.40503
C 12.11187 17.87193 7.46181
C 11.76637 19.19813 6.84700
C 14.52102 16.69574 5.97405
C 14.84716 17.88601 5.04718
H 10.03784 16.25885 3.85001
H 9.91287 16.74188 5.53968
H 10.53439 15.12228 5.15614
H 11.97454 17.68978 4.58353
H 12.51322 16.10402 4.03316
H 12.86310 18.08554 8.18991
H 11.24395 17.45948 7.95422
H 12.65425 19.66385 6.48407
H 11.38161 19.89167 7.63047
H 10.90555 19.27142 6.16398
H 14.70578 15.66594 5.55166
H 15.01897 16.83961 6.96446
H 14.34254 17.90100 4.09687
H 15.93281 17.99491 4.92070
H 14.56686 18.86989 5.46797
O 10.96212 11.51810 7.73226
C 11.73886 11.54579 6.82804
N 12.17608 12.68258 6.14806
C 13.05299 12.40912 5.16564
O 13.69857 13.27575 4.58384
C 13.19254 10.95034 5.08199
C 13.83764 10.08232 4.21375
C 13.61959 8.70605 4.34541
C 12.80755 8.20712 5.33045
C 12.18396 9.06203 6.26341
C 12.39821 10.40676 6.13356
H 14.38402 10.51686 3.38490
H 14.09868 8.03670 3.61066
H 12.57455 7.15172 5.40753
H 11.49539 8.67498 7.03028
N 10.11208 14.44461 7.75419
C 8.96939 14.43059 7.53863
N 7.69125 14.25110 7.29884
C 6.74908 15.26566 7.81682
C 5.29086 15.02558 7.37879
O 5.27882 14.53635 6.05517
C 5.77930 13.21260 6.06851
C 7.32246 13.31116 6.23888
H 7.01407 16.25284 7.44218
H 6.85794 15.23332 8.91830
H 4.79820 15.99399 7.39812
H 4.78726 14.34151 8.00177
H 5.48033 12.74784 5.11217
H 5.39630 12.72926 6.93989
H 7.70648 13.61769 5.23557
H 7.78666 12.35355 6.47635

Atoms 1-3, force components in eV/Å:
Ir -0.4 0.6 0.6
N -0.8 -0.2 0.6
C -0.3 0.6 -1.6


Q: Look up the net charge of the second one.
A: +2